{
  "formula": "C4H5NO",
  "method": "ωB97M-V/def2-TZVPD",
  "elements": ["C", "C", "O", "C", "N", "C", "H", "H", "H", "H", "H"],
  "positions_angstrom": [[-1.27353, 0.40579, -0.02354], [-0.35082, -0.61370, -0.63743], [0.89401, -0.16812, -1.17521], [1.57983, 0.32350, -0.11915], [1.00730, 0.38214, 0.99839], [-0.25638, -0.31536, 0.85660], [-1.06355, 1.45825, -0.20900], [-2.34013, 0.16600, -0.04556], [-0.72351, -1.45286, -1.22389], [2.61424, 0.59070, -0.25522], [-0.08746, -0.77636, 1.83401]],
  "forces_ev_per_angstrom": [[0.176, 0.092, 0.196], [0.096, -0.180, 0.222], [0.128, -0.238, -0.093], [0.199, 0.470, -0.057], [0.719, 0.597, -0.632], [0.646, 0.536, 0.312], [0.003, -0.162, 0.095], [0.460, -0.162, 0.264], [0.009, 0.072, 0.552], [0.053, 0.233, -0.489], [-2.489, -1.258, -0.368]],
  "nbo_charge": [-0.45, 0.04, -0.47, 0.37, -0.46, -0.15, 0.23, 0.23, 0.22, 0.19, 0.26],
  "max_force_ha_per_bohr": 0.0547,
  "energy_ev": -7764.15681,
  "spin_multiplicity": 1,
  "homo_lumo_gap_ev": 10.523,
  "smiles": "C1=N[C@H]2C[C@H]2O1",
  "molar_mass_g_mol": 83.1
}

=====

{
  "formula": "C3H8N2OS",
  "method": "ωB97M-V/def2-TZVPD",
  "elements": ["C", "C", "C", "H", "H", "H", "H", "H", "H", "H", "H", "N", "N", "O", "S"],
  "positions_angstrom": [[2.09949, 0.86930, -0.16033], [-0.12963, 0.01604, -0.40507], [-1.86761, 0.22262, 2.03505], [2.46876, -0.14811, -0.90883], [2.61707, 1.03111, 0.75838], [2.07256, 2.02423, -0.73841], [-0.66334, 0.89126, 2.32471], [-2.99613, 0.86148, 2.33316], [-1.74396, -1.01311, 2.77981], [0.15333, -1.48811, -3.15791], [-0.77540, -2.29747, -1.71595], [0.38050, -0.60247, -1.45852], [-0.47326, -1.31320, -2.10852], [0.75905, 0.78047, 0.31414], [-1.90144, 0.16596, 0.10829]],
  "forces_ev_per_angstrom": [[-0.095, 1.218, -3.461], [2.041, 0.139, -1.059], [1.471, 0.414, 1.967], [-1.186, 3.537, 2.544], [1.015, -0.229, 0.285], [0.652, -3.665, 1.045], [-4.348, -1.965, -0.718], [3.955, -2.072, -0.754], [-0.646, 3.949, -2.763], [-3.012, -0.179, 3.865], [1.125, 2.431, -0.751], [0.344, 3.770, 5.997], [-1.238, -5.372, -7.445], [-1.451, -1.253, -0.112], [1.373, -0.725, 1.360]],
  "nbo_charge": [-0.28, 0.38, -0.83, 0.24, 0.19, 0.18, 0.27, 0.27, 0.24, 0.34, 0.36, -0.37, -0.65, -0.54, 0.19],
  "max_force_ha_per_bohr": 0.1802,
  "energy_ev": -19096.05841,
  "spin_multiplicity": 1,
  "homo_lumo_gap_ev": 8.297,
  "molar_mass_g_mol": 120.2
}

=====

{
  "formula": "H48O24",
  "method": "ωB97M-V/def2-TZVPD",
  "elements": ["O", "H", "H", "O", "H", "H", "O", "H", "H", "O", "H", "H", "O", "H", "H", "O", "H", "H", "O", "H", "H", "O", "H", "H", "O", "H", "H", "O", "H", "H", "O", "H", "H", "O", "H", "H", "O", "H", "H", "O", "H", "H", "O", "H", "H", "O", "H", "H", "O", "H", "H", "O", "H", "H", "O", "H", "H", "O", "H", "H", "O", "H", "H", "O", "H", "H", "O", "H", "H", "O", "H", "H"],
  "positions_angstrom": [[-10.65049, -16.09808, 1.74604], [-10.91434, -15.13977, 1.60087], [-9.93657, -16.20377, 1.11630], [-9.40607, -11.20069, 6.56731], [-8.74275, -10.97415, 7.23728], [-10.09053, -10.50924, 6.40940], [-12.21634, -12.74848, -0.74617], [-13.02387, -12.36289, -0.42614], [-11.79699, -13.07600, 0.06652], [-7.19913, -16.24509, -0.32290], [-7.09259, -17.17147, -0.55740], [-6.99553, -16.13525, 0.63131], [-10.94224, -14.42642, 7.13560], [-10.65367, -14.93347, 6.35483], [-10.38049, -13.62291, 7.09157], [-4.88142, -15.60371, 4.82003], [-4.46105, -16.43752, 4.99732], [-5.55753, -15.55735, 5.51824], [-9.42498, -16.78450, 7.93699], [-9.52615, -17.32997, 7.11854], [-10.12864, -16.11287, 7.74352], [-9.21093, -8.94259, 1.08172], [-9.21859, -8.19214, 0.44259], [-8.66058, -8.60370, 1.77758], [-12.92631, -9.81605, 2.36345], [-13.64255, -9.33047, 1.98313], [-12.87381, -9.58268, 3.30016], [-10.04169, -15.83294, 4.95477], [-10.61111, -16.12639, 4.15494], [-9.51408, -15.06585, 4.75288], [-8.39915, -13.59045, 2.25329], [-8.13593, -14.48173, 2.03281], [-7.91304, -12.94230, 1.70366], [-13.65583, -12.45180, 7.24493], [-12.89822, -13.07572, 7.18033], [-14.44586, -12.87891, 6.90614], [-6.91765, -12.65438, 7.80379], [-6.02955, -12.50022, 7.48336], [-7.03869, -13.59086, 7.74515], [-6.97405, -15.77666, 2.48073], [-6.35899, -15.52207, 3.19958], [-7.43945, -16.50600, 2.90316], [-7.61366, -11.02870, 4.33645], [-8.22304, -11.36951, 4.98052], [-6.71716, -11.42018, 4.50347], [-10.86279, -8.57253, 6.47896], [-10.30195, -8.10868, 5.84607], [-11.47048, -9.05631, 5.89172], [-10.28153, -11.24709, 2.85213], [-9.32394, -11.46404, 2.95957], [-10.30151, -10.43751, 2.30199], [-6.86713, -15.47586, 6.87216], [-7.50777, -15.30856, 6.17284], [-7.24749, -16.11060, 7.52512], [-5.94903, -11.64691, 0.97039], [-6.24740, -10.77521, 0.83186], [-5.29032, -11.84330, 0.31488], [-12.11815, -10.46812, 4.91154], [-11.70634, -11.04428, 4.27424], [-12.61722, -10.98749, 5.58459], [-8.20016, -13.89353, 5.06422], [-8.12097, -13.16038, 5.67412], [-8.22330, -13.57839, 4.12907], [-13.88413, -12.83160, 3.75612], [-14.04330, -12.46164, 2.86967], [-14.30395, -12.18352, 4.36380], [-11.87039, -13.50800, 1.97651], [-11.37043, -12.70671, 2.28636], [-12.51295, -13.60044, 2.74088], [-8.62139, -17.72258, 3.44819], [-8.70503, -18.68533, 3.50215], [-8.97322, -17.31144, 4.25272]],
  "forces_ev_per_angstrom": [[-0.481, 1.645, -0.041], [0.090, -1.264, 0.475], [0.326, -0.327, -0.146], [-0.279, -0.604, -0.484], [-0.602, 0.355, -0.139], [1.022, -0.090, 0.683], [0.661, -0.235, -0.133], [-0.487, 0.241, 0.160], [-0.282, 0.032, -0.214], [-0.094, 0.279, 0.340], [0.061, 0.069, 0.269], [0.055, -0.345, -0.576], [0.367, 0.822, -0.004], [-0.340, 0.030, -0.261], [-0.392, -0.472, 0.205], [-0.609, 0.471, -0.117], [0.412, -0.552, -0.056], [0.141, 0.099, 0.149], [-0.927, -0.166, -1.578], [0.335, 0.368, 1.024], [0.823, -0.218, 0.752], [-0.196, 0.770, -1.105], [-0.218, -0.966, 0.535], [0.461, 0.122, 0.720], [0.595, -0.526, 0.146], [-0.599, 0.550, -0.282], [-0.118, -0.070, 0.009], [-2.035, -2.240, -1.159], [1.478, 1.207, 1.421], [0.508, 0.835, -0.608], [-0.597, 1.867, 0.226], [0.690, -0.492, -0.203], [-0.062, -0.827, 0.269], [0.837, 0.182, -0.237], [-0.797, 0.132, 0.001], [0.174, -0.378, 0.033], [-0.312, 1.311, -0.046], [0.284, -0.014, -0.026], [0.011, -1.314, -0.089], [0.736, 0.065, 0.672], [0.151, 0.151, -0.591], [-0.535, -0.719, -0.175], [1.874, -0.061, -0.986], [-0.549, 0.036, 1.030], [-1.428, 0.448, -0.197], [0.031, -0.037, -0.334], [0.078, 0.083, 0.203], [0.008, -0.003, 0.101], [0.730, 0.280, -0.115], [-0.914, 0.172, -0.038], [-0.067, -0.476, 0.143], [0.304, -0.543, 0.994], [-0.495, 0.007, 0.017], [-0.060, 0.653, -0.905], [-0.055, -1.603, 0.949], [-0.455, 1.583, -0.412], [0.338, -0.031, -0.473], [-1.114, 0.428, 1.504], [0.559, -0.717, -0.466], [0.526, 0.139, -0.733], [-0.083, -0.528, -0.609], [-0.062, 0.373, 0.164], [0.202, 0.124, 0.141], [-0.737, 0.775, 0.206], [0.027, 0.029, 0.392], [0.502, -0.646, -0.565], [-0.524, 0.747, 1.829], [0.040, -0.630, -0.531], [1.002, -0.222, -1.256], [0.236, -0.439, -0.007], [0.004, 0.451, 0.160], [-0.177, -0.174, -0.027]],
  "lowdin_charge": [-0.08, 0.03, 0.02, -0.07, 0.05, 0.03, -0.06, 0.01, 0.00, -0.08, 0.03, 0.00, -0.07, -0.01, 0.05, -0.05, 0.04, -0.01, -0.09, 0.05, 0.02, -0.05, 0.07, 0.03, -0.04, 0.03, 0.01, -0.08, 0.12, 0.00, -0.06, 0.00, 0.06, -0.06, 0.03, 0.04, -0.03, 0.05, -0.01, -0.07, 0.05, 0.01, -0.06, -0.04, 0.08, -0.07, 0.05, 0.00, -0.06, 0.04, 0.04, -0.07, 0.01, 0.07, -0.01, 0.01, 0.04, -0.07, 0.01, 0.07, -0.06, 0.02, 0.04, -0.07, 0.05, 0.06, -0.10, 0.04, 0.05, -0.05, 0.07, 0.02],
  "max_force_ha_per_bohr": 0.0630,
  "energy_ev": -49922.56291,
  "spin_multiplicity": 1,
  "homo_lumo_gap_ev": 10.447,
  "molar_mass_g_mol": 432.4
}

=====

Ordered energy above the lowest of the compared OMol25 structures with the same formula, charge and spin results: 2.3696 8.4436 1.5260; unit eV.